Entry 1:
{
  "formula": "C21H36BF7N2O10S",
  "method": "ωB97M-V/def2-TZVPD",
  "elements": ["C", "C", "B", "O", "C", "C", "S", "O", "O", "C", "F", "F", "C", "F", "F", "C", "F", "F", "F", "C", "O", "O", "C", "O", "H", "H", "H", "H", "H", "H", "C", "O", "C", "C", "N", "C", "C", "O", "C", "H", "H", "H", "H", "H", "H", "H", "H", "H", "H", "H", "H", "H", "H", "H", "C", "O", "C", "C", "N", "C", "C", "O", "C", "H", "H", "H", "H", "H", "H", "H", "H", "H", "H", "H", "H", "H", "H", "H"],
  "positions_angstrom": [[1.83113, -1.18212, 5.81451], [2.45150, -1.73743, 4.48705], [3.95083, -2.22866, 4.64975], [4.82862, -1.56453, 5.46885], [4.35914, -3.55335, 3.82783], [5.55778, -3.83649, 3.31364], [7.10303, -2.91842, 3.37952], [7.49627, -2.82113, 4.74765], [8.09143, -3.61326, 2.63656], [6.94415, -1.17978, 2.70923], [6.60143, -0.38264, 3.69676], [8.17317, -0.82911, 2.34917], [6.04996, -1.02478, 1.45758], [4.78129, -1.40166, 1.70062], [6.49459, -1.75025, 0.44380], [5.94501, 0.44888, 0.93753], [5.09486, 0.46287, -0.07841], [7.08396, 0.90588, 0.49344], [5.43957, 1.24971, 1.84823], [5.47361, -5.20841, 2.61373], [6.22535, -5.68465, 1.90717], [4.27223, -5.79376, 2.96577], [3.49552, -4.74475, 3.46983], [2.35474, -4.91992, 3.57006], [2.34038, -1.59877, 6.69080], [1.87043, -0.08555, 5.77718], [0.76310, -1.43912, 5.85293], [1.82475, -2.59013, 4.17293], [2.37351, -0.99612, 3.67182], [5.01823, -2.06025, 6.28029], [0.74719, -1.10507, 1.11091], [0.40499, -0.21945, 2.16124], [0.77851, 1.13707, 1.93575], [-0.40337, 2.00247, 1.52203], [-0.86446, 1.69982, 0.17223], [-2.20544, 2.18904, -0.16237], [-3.37958, 1.87180, 0.76909], [-3.81897, 0.52350, 0.75380], [-2.98573, -0.39018, 1.44073], [0.70139, -2.12030, 1.50798], [0.04613, -1.04389, 0.27563], [1.76465, -0.92337, 0.74933], [1.60868, 1.21362, 1.22614], [1.13807, 1.51222, 2.89878], [-0.10397, 3.05481, 1.56750], [-1.18755, 1.84501, 2.27049], [-0.84514, 0.70141, 0.02492], [-2.44536, 1.77210, -1.14470], [-2.14848, 3.27546, -0.29160], [-4.23207, 2.45098, 0.40414], [-3.21155, 2.21024, 1.79833], [-2.59325, 0.02658, 2.37129], [-2.17450, -0.72612, 0.79202], [-3.58509, -1.26775, 1.68577], [-5.54216, 3.45991, -7.31402], [-6.20931, 3.26788, -6.08114], [-6.87275, 2.01498, -5.95124], [-6.09547, 1.03470, -5.08340], [-4.88777, 0.54884, -5.74224], [-3.89632, -0.07547, -4.86185], [-3.42081, 0.65859, -3.60404], [-2.57138, 1.77144, -3.84347], [-3.23204, 2.92726, -4.32341], [-5.34598, 4.52716, -7.41984], [-4.58118, 2.94070, -7.34792], [-6.16089, 3.13996, -8.15778], [-7.12059, 1.58730, -6.92777], [-7.81609, 2.22800, -5.44097], [-6.74015, 0.18106, -4.84982], [-5.87231, 1.55224, -4.14440], [-4.44160, 1.30887, -6.23432], [-3.01440, -0.26357, -5.47999], [-4.28113, -1.05632, -4.56183], [-2.80967, -0.05033, -3.03848], [-4.24352, 0.93592, -2.93449], [-4.19546, 3.08746, -3.83363], [-3.34968, 2.87478, -5.40702], [-2.59401, 3.78633, -4.11220]],
  "lowdin_charge": [-0.085, -0.133, -0.402, 0.148, 0.064, -0.075, 0.775, -0.234, -0.226, -0.491, 0.167, 0.160, -0.382, 0.156, 0.195, -0.602, 0.189, 0.221, 0.205, -0.439, 0.247, 0.164, -0.394, 0.221, 0.067, 0.075, 0.075, 0.092, 0.100, 0.138, -0.106, -0.204, -0.208, -0.211, -0.044, -0.184, -0.221, -0.181, -0.096, 0.091, 0.069, 0.085, 0.121, 0.119, 0.124, 0.097, 0.062, 0.102, 0.119, 0.121, 0.111, 0.088, 0.066, 0.090, -0.113, -0.189, -0.211, -0.212, -0.052, -0.192, -0.232, -0.190, -0.094, 0.091, 0.066, 0.089, 0.121, 0.121, 0.123, 0.097, 0.061, 0.121, 0.116, 0.119, 0.110, 0.089, 0.066, 0.091],
  "lumo_ev": -2.01,
  "orbital_gap_ev": 6.691,
  "total_energy_ha": -2805.66095,
  "largest_force_ha_per_bohr": 0.0945,
  "homo_ev": -8.7,
  "smiles": "CCB(O)C1=C(S(=O)(=O)C(F)(F)C(F)(F)C(F)(F)F)C(=O)OC1=O.COCCNCCOC.COCCNCCOC",
  "charge": 0
}


Entry 2:
{
  "formula": "C2H17BeFO7",
  "method": "ωB97M-V/def2-TZVPD",
  "elements": ["Be", "C", "C", "O", "H", "H", "H", "H", "H", "F", "O", "H", "H", "O", "H", "H", "O", "H", "H", "O", "H", "H", "O", "H", "H", "O", "H", "H"],
  "positions_angstrom": [[-1.38345, 14.59827, 21.29903], [0.32722, 17.12457, 22.05410], [-0.63009, 17.23327, 20.87673], [-1.49200, 16.17150, 20.99813], [1.12101, 16.38849, 21.83038], [-0.17557, 16.98664, 22.98463], [0.80323, 18.14866, 22.21661], [-0.13983, 17.21589, 19.87964], [-1.09966, 18.28577, 20.98032], [-0.71874, 13.85471, 20.21931], [0.71925, 15.00330, 18.32262], [0.25837, 14.72743, 19.12385], [1.29547, 14.29265, 17.99767], [-1.61651, 13.47619, 17.89145], [-2.05904, 12.62318, 17.82357], [-1.35452, 13.46869, 18.83593], [-2.99007, 14.12225, 21.54805], [-3.55844, 14.42570, 22.27567], [-3.18387, 13.35483, 21.04271], [2.05662, 12.77012, 20.07306], [2.14998, 12.00251, 20.62114], [1.10203, 12.93536, 20.10414], [-1.02143, 10.71706, 19.78603], [-0.28706, 10.70093, 19.15474], [-0.65838, 11.03444, 20.65725], [-0.72194, 14.18815, 22.83823], [-1.10250, 14.57797, 23.64089], [0.11151, 13.71084, 23.07305]],
  "nbo_charge": [1.710, -0.632, -0.037, -1.100, 0.199, 0.182, 0.195, 0.174, 0.127, -0.863, -0.963, 0.479, 0.469, -0.956, 0.447, 0.479, -1.011, 0.535, 0.530, -0.940, 0.453, 0.480, -0.949, 0.485, 0.466, -1.004, 0.518, 0.529],
  "lumo_ev": -0.92,
  "orbital_gap_ev": 7.552,
  "total_energy_ha": -727.80019,
  "largest_force_ha_per_bohr": 0.0673,
  "homo_ev": -8.5,
  "charge": 0
}


Entry 3:
{
  "formula": "C3H6O2",
  "method": "ωB97M-V/def2-TZVPD",
  "elements": ["O", "C", "O", "H", "H", "C", "C", "H", "H", "H", "H"],
  "positions_angstrom": [[-0.51691, 0.30300, -2.86459], [-1.03351, 0.61078, -1.79558], [-1.90120, -0.09194, -1.01412], [-1.01796, 1.63049, -1.43963], [-1.58830, -0.98441, -1.20300], [0.55891, 0.25117, 1.26196], [1.37540, -0.78899, 1.56976], [0.96645, 1.31321, 1.43103], [-0.44368, 0.12822, 0.84942], [2.44034, -0.51665, 1.76629], [1.16048, -1.85488, 1.43846]],
  "nbo_charge": [-0.559, 0.638, -0.674, 0.110, 0.490, -0.406, -0.394, 0.201, 0.200, 0.197, 0.199],
  "lumo_ev": 0.77,
  "orbital_gap_ev": 11.010,
  "total_energy_ha": -268.33653,
  "largest_force_ha_per_bohr": 0.0586,
  "homo_ev": -10.2,
  "smiles": "O=CO.C=C",
  "charge": 0
}


Entry 4:
{
  "formula": "C26H36Br14O4",
  "method": "ωB97M-V/def2-TZVPD",
  "elements": ["O", "C", "C", "C", "C", "O", "C", "C", "H", "H", "H", "H", "O", "C", "C", "C", "C", "O", "C", "C", "H", "H", "H", "H", "Br", "C", "C", "Br", "H", "H", "H", "H", "Br", "C", "C", "Br", "H", "H", "H", "H", "Br", "C", "C", "Br", "H", "H", "H", "H", "Br", "C", "C", "Br", "H", "H", "H", "H", "Br", "C", "C", "Br", "H", "H", "H", "H", "Br", "C", "C", "Br", "H", "H", "H", "H", "Br", "C", "C", "Br", "H", "H", "H", "H"],
  "positions_angstrom": [[-4.18047, -2.95378, 4.66117], [-3.01996, -2.64533, 4.47735], [-2.70212, -1.49143, 3.63301], [-1.48010, -1.27274, 3.18251], [-0.25886, -1.89467, 3.63074], [0.82191, -1.70443, 3.08928], [-0.56218, -2.79963, 4.77418], [-1.81917, -3.16078, 5.17285], [-3.47517, -0.79456, 3.34459], [-1.26446, -0.39861, 2.58603], [0.31837, -2.97607, 5.37410], [-2.03061, -3.85240, 5.97495], [0.09413, -2.00703, -5.75712], [0.74089, -2.52311, -4.80135], [1.48016, -1.83499, -3.69462], [2.22962, -2.45186, -2.74287], [2.21301, -3.92301, -2.59104], [2.98827, -4.50128, -1.85145], [1.35751, -4.66535, -3.55411], [0.66996, -4.01618, -4.50261], [1.38549, -0.76016, -3.74117], [2.57323, -1.80523, -1.94902], [1.12345, -5.70462, -3.37658], [-0.08826, -4.62531, -4.97214], [0.98470, 1.64384, 2.52510], [2.15484, 1.96836, 4.18106], [1.22882, 2.33673, 5.34079], [-0.38625, 1.17435, 5.44608], [2.87927, 2.76169, 3.99688], [2.59720, 1.00001, 4.41497], [0.83311, 3.30131, 5.02284], [1.67288, 2.37249, 6.33559], [-1.11379, 1.28485, -4.66956], [-2.81242, 0.80479, -3.72066], [-3.20289, -0.66688, -4.01913], [-3.56294, -0.88647, -5.91105], [-3.53051, 1.50188, -4.15254], [-2.61245, 1.00286, -2.66763], [-4.15193, -0.84901, -3.51489], [-2.50506, -1.45526, -3.73704], [2.49408, 0.80665, -1.00547], [0.53595, 0.58226, -1.13981], [0.20697, -0.65195, -0.30709], [-1.75008, -0.85374, -0.31271], [0.34178, 0.44237, -2.20322], [0.01862, 1.50825, -0.88878], [0.64773, -0.34083, 0.64003], [0.56038, -1.64691, -0.57773], [-4.99194, 5.96675, -3.01710], [-3.69398, 5.52872, -1.52656], [-3.09638, 4.10161, -1.82060], [-1.64313, 3.67225, -0.55594], [-4.11294, 5.44844, -0.52350], [-2.89966, 6.27419, -1.56430], [-2.62567, 3.90539, -2.78394], [-3.88624, 3.35823, -1.71293], [-7.64061, 0.10050, 0.59409], [-5.75065, -0.27319, 0.53412], [-5.00517, 1.07503, 0.70293], [-5.17007, 1.59061, 2.66368], [-5.51277, -0.72064, -0.43092], [-5.51472, -1.02701, 1.28524], [-5.34023, 1.89492, 0.06763], [-3.95739, 0.94323, 0.43295], [6.72384, 4.44395, -2.38016], [6.12323, 2.62667, -2.88855], [5.76440, 1.87328, -1.62072], [7.38710, 1.19693, -0.69641], [6.93924, 2.10433, -3.38792], [5.26301, 2.89149, -3.50336], [5.22446, 0.98954, -1.96067], [5.15324, 2.44505, -0.92239], [5.32978, 0.28329, 2.99620], [3.88563, -1.05328, 2.91956], [4.28824, -2.35921, 2.15734], [5.07734, -1.87138, 0.40499], [3.06767, -0.58171, 2.37490], [3.48197, -1.29127, 3.90369], [3.43428, -3.03315, 2.08915], [5.05583, -2.88287, 2.72715]],
  "lowdin_charge": [0.121, -0.385, 0.008, -0.090, -0.417, 0.061, 0.036, 0.046, 0.079, 0.060, 0.116, 0.119, 0.043, -0.307, 0.014, 0.013, -0.380, 0.103, 0.010, 0.015, 0.083, 0.042, 0.118, 0.112, 0.604, -0.541, -0.623, 0.614, 0.071, 0.025, 0.047, 0.064, 0.591, -0.627, -0.692, 0.631, 0.045, 0.006, 0.049, 0.042, 0.695, -0.666, -0.650, 0.699, -0.012, -0.024, -0.027, 0.047, 0.560, -0.604, -0.677, 0.643, 0.059, 0.047, 0.033, 0.034, 0.631, -0.716, -0.625, 0.561, 0.049, 0.048, 0.044, -0.007, 0.567, -0.648, -0.720, 0.571, 0.052, 0.050, 0.010, 0.036, 0.583, -0.693, -0.606, 0.563, -0.002, 0.056, 0.061, 0.051],
  "lumo_ev": -2.03,
  "orbital_gap_ev": 7.769,
  "total_energy_ha": -37349.33188,
  "largest_force_ha_per_bohr": 0.0845,
  "homo_ev": -9.8,
  "smiles": "O=C1C=CC(=O)C=C1.O=C1C=CC(=O)C=C1.BrCCBr.BrCCBr.BrCCBr.BrCCBr.BrCCBr.BrCCBr.BrCCBr",
  "charge": 0
}